(1)
{"formula": "C19H19N4O9", "method": "ωB97M-V/def2-TZVPD", "symbols": ["C", "C", "O", "C", "C", "C", "O", "O", "C", "C", "C", "C", "C", "C", "O", "C", "C", "C", "O", "H", "H", "H", "H", "H", "H", "H", "H", "H", "H", "H", "H", "H", "H", "H", "H", "H", "O", "N", "C", "C", "C", "N", "O", "O", "N", "C", "N", "C", "O", "H", "H"], "positions_angstrom": [[-3.936, -1.990, 1.605], [-2.573, -2.192, 1.018], [-1.937, -0.902, 1.160], [-0.792, -0.770, 0.478], [-0.081, 0.499, 0.704], [-0.850, 1.739, 0.894], [-0.405, 2.885, 0.790], [-2.159, 1.568, 1.158], [-2.860, 2.812, 1.329], [-4.277, 2.457, 1.678], [1.336, 0.495, 0.769], [2.079, 1.714, 0.760], [3.440, 1.745, 0.905], [4.149, 0.538, 1.116], [5.482, 0.676, 1.336], [6.246, -0.455, 1.797], [3.463, -0.701, 1.089], [2.091, -0.716, 0.905], [-0.384, -1.668, -0.264], [-4.496, -2.923, 1.547], [-3.877, -1.664, 2.647], [-4.471, -1.218, 1.045], [-1.976, -2.937, 1.566], [-2.634, -2.453, -0.049], [-2.393, 3.400, 2.133], [-2.812, 3.364, 0.380], [-4.807, 3.374, 1.942], [-4.790, 1.990, 0.831], [-4.340, 1.765, 2.522], [1.534, 2.641, 0.641], [4.003, 2.676, 0.880], [7.241, -0.037, 1.963], [5.843, -0.863, 2.736], [6.285, -1.239, 1.027], [4.019, -1.632, 1.232], [1.568, -1.671, 0.858], [-3.112, 0.150, -1.812], [-2.729, -0.818, -2.508], [-1.367, -0.883, -2.918], [-0.474, 0.136, -2.580], [0.848, -0.123, -2.860], [2.001, 0.610, -2.614], [2.185, 1.753, -2.235], [3.099, -0.236, -2.930], [2.642, -1.494, -3.394], [1.283, -1.403, -3.354], [0.424, -2.374, -3.666], [-0.859, -2.090, -3.502], [-3.504, -1.747, -2.845], [-0.780, 1.067, -2.123], [-1.585, -2.853, -3.784]], "atomic_forces_ev_per_a": [[-0.461, -0.080, 0.119], [0.246, 0.761, -0.129], [-0.290, -1.120, -0.004], [1.166, 0.983, -0.169], [-2.654, 0.186, -0.252], [1.436, -0.783, -0.419], [-0.284, -0.155, 0.165], [-0.677, 0.721, 0.280], [0.183, -0.482, -0.127], [-0.496, -0.007, -0.055], [2.102, -0.201, -0.118], [-0.460, -0.361, -0.002], [0.826, -1.201, 0.340], [-1.316, -0.357, -0.198], [1.320, -0.557, 0.402], [-0.603, 0.831, -0.436], [1.002, 1.029, 0.157], [-0.776, 0.750, -0.234], [-0.253, -0.127, 0.373], [-0.157, -0.023, 0.080], [0.023, -0.093, -0.066], [0.051, -0.115, 0.030], [-0.176, 0.097, -0.311], [0.123, -0.110, 0.364], [-0.035, -0.116, -0.383], [0.032, 0.114, 0.378], [-0.137, -0.032, -0.001], [0.075, 0.041, 0.073], [0.153, 0.091, -0.019], [0.174, -0.226, -0.057], [-0.121, -0.129, 0.047], [-0.061, -0.259, 0.021], [0.013, 0.080, -0.235], [0.018, 0.081, 0.189], [-0.277, 0.301, -0.090], [0.185, 0.291, 0.073], [1.010, -1.699, -1.398], [-2.662, 0.418, 0.818], [1.863, 0.493, 0.117], [-1.472, 0.088, 0.072], [2.531, -0.482, -0.196], [-0.658, -0.268, 0.031], [0.029, -1.457, -0.681], [-1.576, 0.076, -0.123], [-1.965, 0.951, 0.284], [2.406, 1.446, 0.997], [-1.710, -0.491, -0.590], [0.698, -0.360, 0.218], [1.474, 1.391, 0.431], [-0.111, -0.060, 0.114], [0.250, 0.129, 0.122]], "max_force_ha_per_bohr": 0.0579, "energy_ev": -44392.7906, "total_charge": -1, "gap_ev": 4.0, "homo_ev": -3.12}

***

(2)
{"formula": "C27H91NO28", "method": "ωB97M-V/def2-TZVPD", "symbols": ["O", "H", "H", "O", "H", "H", "O", "H", "H", "O", "H", "H", "O", "H", "H", "O", "H", "H", "O", "H", "H", "O", "H", "H", "O", "H", "H", "C", "C", "C", "C", "C", "C", "N", "O", "C", "C", "C", "H", "H", "H", "H", "H", "H", "H", "H", "H", "H", "H", "H", "H", "H", "H", "H", "H", "H", "H", "C", "C", "O", "O", "H", "H", "H", "H", "H", "H", "C", "C", "O", "O", "H", "H", "H", "H", "H", "H", "C", "C", "O", "O", "H", "H", "H", "H", "H", "H", "C", "C", "O", "O", "H", "H", "H", "H", "H", "H", "C", "C", "O", "O", "H", "H", "H", "H", "H", "H", "C", "C", "O", "O", "H", "H", "H", "H", "H", "H", "C", "C", "O", "O", "H", "H", "H", "H", "H", "H", "C", "C", "O", "O", "H", "H", "H", "H", "H", "H", "C", "C", "O", "O", "H", "H", "H", "H", "H", "H"], "positions_angstrom": [[10.013, -19.910, 20.386], [9.200, -20.087, 19.913], [10.648, -19.702, 19.701], [7.849, -21.214, 23.340], [7.092, -20.628, 23.354], [7.571, -21.977, 23.846], [5.347, -19.122, 22.588], [4.547, -19.398, 22.141], [5.053, -18.473, 23.226], [4.335, -21.801, 26.675], [5.132, -21.470, 26.260], [4.505, -22.733, 26.808], [5.259, -18.335, 19.761], [5.863, -19.077, 19.727], [5.385, -17.963, 20.634], [7.448, -16.556, 18.409], [6.830, -17.183, 18.034], [7.127, -16.406, 19.299], [6.984, -22.541, 25.680], [7.420, -22.849, 26.475], [6.978, -23.302, 25.100], [10.721, -20.525, 22.822], [10.393, -20.366, 21.937], [9.935, -20.673, 23.347], [2.247, -20.072, 22.223], [2.237, -20.226, 23.167], [1.903, -20.881, 21.844], [-1.586, -17.760, 15.592], [-0.853, -18.090, 16.907], [-1.968, -18.221, 18.037], [-1.451, -18.912, 19.365], [-0.622, -20.246, 19.055], [0.516, -20.054, 17.995], [-0.030, -19.309, 16.824], [0.800, -19.305, 15.723], [1.719, -19.298, 18.613], [0.986, -21.503, 17.658], [0.113, -16.917, 17.314], [-0.956, -17.163, 14.933], [-2.596, -17.353, 15.649], [-1.686, -18.642, 14.960], [-2.127, -17.193, 18.364], [-2.852, -18.702, 17.620], [-2.275, -19.198, 20.018], [-0.825, -18.198, 19.900], [-1.248, -21.058, 18.685], [-0.269, -20.559, 20.038], [1.356, -18.547, 19.315], [2.268, -19.969, 19.273], [2.398, -19.009, 17.810], [0.261, -22.080, 17.084], [1.784, -21.353, 16.931], [1.408, -22.080, 18.481], [1.128, -17.026, 16.932], [0.124, -16.832, 18.401], [-0.247, -15.922, 17.054], [0.371, -19.783, 15.009], [4.539, -23.469, 22.122], [3.636, -24.457, 22.845], [2.777, -24.950, 21.874], [5.579, -24.260, 21.502], [5.190, -22.876, 22.765], [3.984, -22.833, 21.433], [3.035, -23.873, 23.542], [4.042, -25.352, 23.316], [3.214, -25.664, 21.404], [5.303, -24.988, 20.941], [0.974, -21.427, 26.301], [1.212, -20.210, 27.189], [2.250, -20.508, 28.105], [1.849, -21.368, 25.211], [-0.026, -21.380, 25.871], [1.061, -22.422, 26.738], [0.345, -19.853, 27.746], [1.660, -19.419, 26.588], [2.991, -20.889, 27.628], [2.673, -21.331, 25.702], [-1.059, -23.494, 22.394], [0.176, -22.693, 22.743], [1.116, -22.631, 21.629], [-0.597, -24.830, 22.268], [-1.416, -23.183, 21.412], [-1.712, -23.357, 23.256], [0.800, -23.109, 23.534], [-0.082, -21.684, 23.065], [1.549, -23.486, 21.570], [-1.470, -25.220, 22.361], [7.036, -13.402, 24.505], [6.023, -14.003, 23.531], [4.801, -14.375, 24.143], [6.615, -12.170, 24.969], [7.964, -13.377, 23.934], [7.247, -14.096, 25.318], [6.391, -14.927, 23.084], [5.632, -13.298, 22.797], [4.548, -13.658, 24.729], [6.689, -11.465, 24.322], [8.636, -18.350, 27.269], [7.413, -17.471, 27.761], [7.791, -16.720, 28.921], [9.602, -17.519, 26.678], [8.336, -19.094, 26.531], [9.151, -18.866, 28.079], [6.618, -18.158, 28.052], [7.086, -16.743, 27.019], [6.991, -16.448, 29.376], [9.938, -16.903, 27.334], [8.242, -17.434, 23.478], [8.166, -17.665, 21.888], [7.639, -16.449, 21.307], [9.272, -16.567, 23.995], [8.287, -18.409, 23.963], [7.298, -17.167, 23.954], [7.744, -18.568, 21.447], [9.212, -17.670, 21.582], [8.143, -15.709, 21.653], [9.322, -16.815, 24.921], [1.927, -16.255, 21.667], [1.489, -15.039, 22.358], [0.143, -15.177, 22.698], [1.876, -17.402, 22.443], [2.890, -16.125, 21.174], [1.214, -16.576, 20.908], [1.730, -14.188, 21.721], [2.082, -14.894, 23.261], [0.018, -15.832, 23.389], [2.151, -18.147, 21.903], [2.696, -16.764, 26.122], [3.996, -17.516, 25.981], [4.635, -17.248, 24.764], [1.684, -17.128, 25.259], [2.962, -15.724, 25.929], [2.355, -16.856, 27.153], [3.798, -18.587, 25.937], [4.754, -17.401, 26.756], [4.794, -16.301, 24.794], [2.048, -17.077, 24.372], [4.914, -21.491, 18.602], [6.166, -21.476, 19.524], [7.056, -20.445, 19.184], [5.139, -22.024, 17.280], [4.628, -20.453, 18.437], [4.085, -21.902, 19.179], [6.588, -22.475, 19.415], [5.793, -21.353, 20.541], [7.608, -20.709, 18.445], [5.803, -21.563, 16.761]], "atomic_forces_ev_per_a": [[-0.030, 0.085, -0.610], [-0.549, -0.059, 0.059], [0.318, 0.129, -0.059], [0.273, -0.051, -0.346], [-0.427, 0.446, -0.149], [0.155, 0.148, 0.140], [0.577, -0.392, -0.123], [-0.523, -0.250, -0.183], [-0.177, 0.547, 0.623], [-0.367, 0.185, 0.088], [0.428, 0.059, -0.228], [0.004, -0.245, 0.044], [-0.555, 0.268, -0.341], [0.429, -0.092, -0.118], [0.122, 0.138, 0.381], [0.361, 0.113, -0.597], [-0.271, -0.101, 0.041], [0.017, -0.082, 0.531], [-0.345, 0.085, 0.111], [0.293, -0.025, 0.266], [-0.089, -0.456, -0.102], [0.596, -0.160, 0.881], [-0.102, 0.052, -0.339], [-0.290, -0.074, 0.083], [0.580, 0.550, -0.230], [-0.143, -0.036, 0.564], [-0.249, -0.730, -0.337], [0.945, -0.870, -1.054], [0.340, 0.825, 1.542], [1.936, -0.410, 0.766], [0.412, -1.333, -2.018], [-0.596, 1.955, -0.172], [-0.219, -0.062, 1.358], [-2.441, -1.978, 0.452], [1.422, 0.639, -0.303], [-0.438, -1.111, 0.394], [0.447, 1.195, -1.759], [-0.824, 0.362, 0.351], [-0.090, 0.557, 0.261], [0.254, 0.290, 0.519], [-0.252, -0.531, 0.307], [-0.753, 0.093, -0.463], [-0.021, 0.060, 0.172], [-0.122, 0.231, -0.035], [0.078, -0.105, 0.085], [-0.399, 0.207, -0.031], [0.653, -0.253, -0.197], [0.270, 0.637, -0.591], [0.148, -0.273, -0.067], [-0.058, 0.584, 0.284], [-0.415, -0.018, 0.394], [0.412, -0.247, 0.002], [-0.385, 0.319, 0.254], [-0.158, -0.154, -0.040], [0.443, -0.352, 0.135], [-0.226, -0.015, -0.558], [-0.309, -0.240, 0.156], [2.090, -1.876, 0.642], [-0.430, 1.438, 0.146], [-1.477, -0.750, -1.127], [0.600, 0.467, -0.496], [-0.601, 0.428, 0.330], [-0.145, -0.134, 0.014], [-0.199, -0.246, 0.317], [0.939, 0.665, 0.470], [-0.227, -0.060, -0.104], [-0.541, 0.233, -0.103], [-2.040, 0.637, -0.620], [1.075, -0.613, 0.188], [-0.069, -0.073, 1.327], [0.900, -0.041, -0.471], [-0.240, 0.039, 0.039], [0.026, 0.207, 0.838], [0.049, -0.160, -0.044], [-1.002, 0.271, -0.607], [0.264, -0.020, 0.036], [1.044, -0.177, -0.800], [2.452, 0.872, 0.293], [1.195, 0.303, -0.739], [-0.912, 0.908, 0.204], [-1.348, -0.258, 0.353], [-0.552, 0.440, 0.260], [-0.634, -0.137, -0.291], [-0.774, -0.358, 0.521], [0.076, 0.195, -0.367], [0.094, -0.478, -0.091], [0.310, -1.452, -0.233], [0.149, -1.084, -1.989], [-0.545, -0.167, 0.282], [-0.555, -0.829, 1.182], [-0.424, 0.827, 1.261], [0.373, 0.370, 0.037], [-0.353, 0.204, 0.294], [0.204, 0.214, -0.270], [1.189, 0.328, -0.608], [-0.149, 0.201, 0.145], [0.155, -0.251, -0.246], [-0.829, 1.341, 0.654], [0.946, -1.078, 0.563], [0.470, -0.259, -0.116], [0.407, 0.323, -0.853], [-0.161, 0.188, -0.090], [-0.599, -0.171, 0.438], [-0.288, -0.045, -0.270], [0.004, -0.420, -0.534], [0.015, 0.064, 0.012], [-0.008, 0.059, 0.161], [-0.876, -1.754, -0.056], [2.127, 2.666, 1.915], [-1.004, -0.585, -0.300], [-0.734, -0.279, -1.678], [0.931, -0.590, -0.260], [-0.644, 0.859, -0.799], [-0.684, 0.348, 0.659], [0.212, -0.422, 0.070], [0.227, -0.093, 0.048], [0.386, -0.034, 0.480], [0.101, -1.064, -2.394], [0.470, -0.391, 0.945], [-1.222, 1.052, -0.195], [0.705, -0.406, 2.161], [0.374, 0.107, 0.118], [-0.227, 1.317, -0.921], [-0.771, 0.182, -0.054], [0.317, 0.034, 0.214], [0.364, -0.121, 0.069], [-0.110, -0.545, 0.177], [0.987, 0.836, 1.049], [0.037, -1.724, -0.175], [0.203, 0.162, -0.713], [-0.468, -0.591, -0.058], [-0.025, 0.548, 0.309], [-0.195, 0.036, 0.019], [-0.249, -0.247, 0.197], [-0.504, 0.468, 0.644], [0.231, 0.694, -0.712], [-0.088, -0.320, -0.859], [1.338, 1.948, -0.410], [-1.796, -1.336, -1.092], [0.712, 0.347, 0.227], [-0.661, -1.310, 0.941], [-0.133, 0.244, 0.326], [-0.076, -0.902, -0.794], [0.465, 0.027, 0.342], [0.440, 0.276, 0.111], [-0.127, -0.068, -0.155], [-0.056, 0.483, 0.471]], "max_force_ha_per_bohr": 0.0761, "energy_ev": -88287.9065, "total_charge": 0, "gap_ev": 7.1, "homo_ev": -7.66}